# 1
The following is a quantum chemistry calculation of a gas-phase ion, C3H7N4 (charge +1) at a distorted geometry, from OMol25.

Each line ends with the natural charge from an NBO analysis.
Geometry (Å):
C: 1.6723 -0.6241 0.4446  -0.726
C: 1.4618 0.4857 -0.5461  0.277
N: 0.5812 1.3208 -0.4774  -0.427
C: -0.5031 1.6136 0.2819  0.299
N: -1.4783 0.8768 0.5367  -0.164
N: -2.2062 -0.1002 0.5413  0.182
N: -3.0665 -0.3861 -0.4098  -0.518
H: 2.2836 -1.6126 0.2322  0.278
H: 2.1923 -0.1648 1.3074  0.268
H: 0.7445 -0.8539 0.8912  0.225
H: 2.0310 0.5495 -1.3948  0.203
H: -0.5206 2.6950 0.6815  0.254
H: -3.3680 0.1584 -1.2498  0.421
H: -3.4591 -1.3159 -0.2934  0.427

Relative energy (zero: lowest compared OMol25 entry of this formula, charge and spin) (kJ/mol): 422.1
SMILES: C/C=N\C=N/N=[NH2+]
Net charge: +1

# 2
The following is a quantum chemistry calculation of 10 unconnected molecules or ions with the total composition C43H45ClF14IN3O28P at a distorted geometry, from OMol25.

Each line ends with the Löwdin charge.
Geometry (Å):
C: 8.7743 1.7467 -0.1485  -0.115
C: 7.2448 2.3004 -0.2850  -0.212
C: 6.2392 1.0147 -0.3816  -0.194
C: 5.6547 0.5716 1.0508  -0.173
N: 5.8627 -0.8662 1.4242  -0.001
C: 5.4441 -1.7886 0.3807  -0.135
C: 4.0343 -2.2736 -0.0363  -0.030
C: 2.6679 -1.8653 0.6684  -0.324
F: 1.9702 -3.0202 1.1811  0.006
F: 2.9925 -1.0502 1.7933  0.045
C: 1.6316 -1.0871 -0.2524  -0.067
C: 0.4970 -1.9155 -0.9727  -0.049
C: -0.5869 -1.2573 -1.8532  -0.021
C: -0.6219 0.2816 -2.0851  0.054
C: 0.4980 1.1134 -1.3861  -0.029
C: 0.4849 2.7043 -1.5680  -0.362
F: 1.5168 3.1572 -2.4179  0.084
F: -0.7875 3.1963 -1.9860  0.060
F: 0.7263 3.3038 -0.2765  0.032
C: 1.6014 0.4438 -0.4877  0.077
N: 4.3367 -3.1683 -1.1436  -0.450
I: 2.8956 -4.2479 -2.1919  1.101
C: 5.7470 -3.3124 -1.4799  -0.366
P: 6.4761 -4.4212 -2.8608  0.910
C: 8.2458 -3.9080 -3.2840  -0.317
O: 5.5639 -3.9749 -4.2757  -0.388
N: 6.4179 -2.4557 -0.5135  -0.406
Cl: 8.1371 -2.2512 -0.3708  0.805
H: 9.2616 2.1206 0.8258  0.077
H: 8.7821 0.5926 -0.0948  0.028
H: 9.4129 2.0357 -1.0493  0.084
H: 6.9712 2.9961 0.5777  0.109
H: 7.1980 2.8047 -1.3107  0.105
H: 5.3417 1.3126 -1.0477  0.110
H: 6.8255 0.2085 -0.9366  0.072
H: 6.0634 1.2938 1.8542  0.142
H: 4.5086 0.7354 1.0423  0.103
H: 6.8193 -1.0495 1.7598  0.110
H: 0.4620 -3.0448 -0.8067  0.058
H: -1.3916 -1.9357 -2.3081  0.116
H: -1.4587 0.7290 -2.7170  0.107
H: 2.3944 1.0959 0.0046  0.105
H: 8.4664 -2.7865 -3.1018  0.033
H: 9.0370 -4.4805 -2.6703  0.064
H: 8.4959 -4.0787 -4.4009  0.078
H: 6.0864 -3.2166 -4.6472  0.063
C: 11.9543 -1.3698 2.3583  -0.065
C: 11.8270 -0.8320 0.9680  -0.312
O: 11.2501 0.4385 1.1645  0.105
C: 11.6727 0.8436 2.3970  -0.525
O: 11.6087 1.9693 2.7910  0.186
O: 12.1828 -0.1936 3.1193  0.088
F: 10.9697 -1.5866 0.2281  0.016
H: 11.0387 -1.8564 2.7077  0.146
H: 12.7843 -2.0706 2.4600  0.148
H: 12.7780 -0.7260 0.4385  0.182
C: -3.6987 2.4622 -2.6782  -0.102
C: -4.9911 3.0283 -2.1911  -0.321
O: -5.9522 2.4063 -3.0227  0.159
C: -5.4121 1.2031 -3.3598  -0.514
O: -6.0344 0.2922 -3.8275  0.158
O: -4.0743 1.1566 -3.0931  0.052
F: -5.0427 4.3668 -2.3987  0.082
H: -3.2926 3.0119 -3.5328  0.152
H: -2.9419 2.4220 -1.8958  0.103
H: -5.2123 2.8069 -1.1468  0.152
C: 3.0099 -2.9514 4.3605  -0.073
C: 4.5002 -3.0262 4.4554  -0.327
O: 4.7191 -3.4304 5.7908  0.148
C: 3.6221 -4.1636 6.1321  -0.516
O: 3.5675 -4.8895 7.0816  0.168
O: 2.5968 -3.9750 5.2543  0.083
F: 5.0616 -1.8064 4.2771  0.067
H: 2.6131 -1.9906 4.7005  0.154
H: 2.6470 -3.1426 3.3509  0.112
H: 4.9589 -3.7483 3.7728  0.175
C: 2.9151 -8.0981 6.4761  -0.073
C: 1.5758 -8.2473 5.8291  -0.323
O: 1.3754 -9.6452 5.8191  0.138
C: 2.0629 -10.1182 6.8982  -0.530
O: 1.9106 -11.2071 7.3668  0.176
O: 2.9401 -9.1926 7.3811  0.080
F: 1.6024 -7.8062 4.5460  0.065
H: 3.7406 -8.1964 5.7648  0.148
H: 3.0186 -7.1495 7.0043  0.118
H: 0.7583 -7.7624 6.3705  0.178
C: -0.7959 6.0173 1.3499  -0.066
C: -0.0638 5.5347 2.5604  -0.328
O: -0.7970 6.1000 3.6276  0.147
C: -2.0746 6.2156 3.1683  -0.515
O: -3.0268 6.3997 3.8694  0.167
O: -2.1367 6.0878 1.8132  0.083
F: 1.1973 6.0274 2.5953  0.079
H: -0.4704 7.0105 1.0278  0.153
H: -0.7072 5.3292 0.5080  0.125
H: -0.0390 4.4461 2.6671  0.174
C: -7.9264 -0.2387 -6.2978  -0.066
C: -9.0022 0.6555 -6.8224  -0.329
O: -8.6447 0.8319 -8.1794  0.140
C: -7.9832 -0.3073 -8.5299  -0.532
O: -7.7660 -0.6380 -9.6596  0.163
O: -7.6056 -1.0282 -7.4359  0.077
F: -8.9724 1.8633 -6.2099  0.084
H: -7.0390 0.3118 -5.9768  0.124
H: -8.2696 -0.8621 -5.4712  0.148
H: -10.0068 0.2330 -6.7594  0.150
C: -13.1948 2.7639 -6.8612  -0.063
C: -14.0290 1.5241 -6.9095  -0.323
O: -13.1135 0.5057 -6.5596  0.144
C: -12.1966 1.1051 -5.7501  -0.537
O: -11.4294 0.5109 -5.0476  0.155
O: -12.2631 2.4629 -5.8316  0.081
F: -14.4773 1.2879 -8.1647  0.082
H: -12.6568 2.9470 -7.7956  0.151
H: -13.7802 3.6507 -6.6141  0.145
H: -14.8693 1.5193 -6.2092  0.178
C: -5.0879 -1.7007 1.0688  -0.054
C: -3.6024 -1.7924 0.9267  -0.320
O: -3.2975 -0.7318 0.0438  0.127
C: -4.2607 0.2065 0.2588  -0.489
O: -4.1825 1.3458 -0.1068  0.155
O: -5.3183 -0.3038 0.9447  0.099
F: -3.2395 -2.9589 0.3407  0.074
H: -5.6213 -2.2289 0.2736  0.155
H: -5.4380 -2.0726 2.0327  0.149
H: -3.0517 -1.6614 1.8627  0.178
C: -6.0661 6.4309 4.6570  -0.081
C: -7.0709 6.4281 3.5499  -0.323
O: -8.2578 6.0090 4.1916  0.137
C: -8.1410 6.4318 5.4828  -0.532
O: -9.0535 6.4974 6.2532  0.170
O: -6.8576 6.7776 5.7853  0.077
F: -6.7482 5.5148 2.6016  0.072
H: -5.6138 5.4486 4.8188  0.145
H: -5.2715 7.1597 4.4961  0.125
H: -7.2300 7.4050 3.0841  0.177

Net charge: +1

The evaluated calculated total energy for the records listed, in turn: -9174.1421, -175062.7400 eV.
The evaluated orbital gap for the records listed, in turn: 9.51, 6.88 eV.